Record 1
DFT (ωB97M-V with the def2-TZVPD basis set) results for a structure of composition C31H55NO2OsP.

XYZ file:
```
91
Properties=species:S:1:pos:R:3:lowdin_charge:R:1
O -0.630 2.357 -4.851 -0.110
C -0.101 2.642 -6.187 -0.158
C -0.612 4.086 -6.218 -0.075
H -0.555 2.016 -6.966 0.114
H 0.991 2.555 -6.200 0.113
C -1.164 3.713 -4.807 -0.584
H -1.392 4.275 -6.959 0.113
H 0.176 4.845 -6.204 0.114
C -2.684 3.712 -4.752 -0.023
H -3.094 2.953 -5.430 0.093
H -3.073 4.693 -5.049 0.094
H -3.028 3.522 -3.732 0.078
C -0.529 4.560 -3.721 -0.026
H 0.555 4.396 -3.688 0.091
H -0.949 4.310 -2.739 0.078
H -0.709 5.628 -3.919 0.097
Os -0.095 -1.283 -0.425 1.541
C 1.396 0.763 0.676 -0.116
C 2.535 0.135 0.127 -0.128
C 2.256 -0.244 -1.205 -0.102
H 3.522 0.078 0.591 0.105
C 0.923 0.221 -1.530 -0.294
C 0.391 0.850 -0.338 -0.235
H -0.463 1.529 -0.313 0.117
H 1.345 1.251 1.648 0.097
H 2.962 -0.712 -1.886 0.112
H 0.523 0.399 -2.526 0.099
C -1.998 -1.645 0.512 -0.212
C -2.027 -0.431 -0.214 -0.213
C -1.760 -0.729 -1.584 -0.210
H -2.222 0.538 0.227 0.122
C -1.606 -2.138 -1.708 -0.186
C -1.730 -2.712 -0.415 -0.187
H -1.695 -3.775 -0.198 0.117
H -2.173 -1.713 1.576 0.099
H -1.748 -0.009 -2.386 0.131
H -1.464 -2.709 -2.624 0.127
O 0.882 -2.300 -2.478 -0.325
C 0.898 -1.739 -3.878 -0.151
C 0.888 -2.941 -4.797 -0.155
H 1.842 -1.168 -3.991 0.133
H 0.040 -1.066 -4.031 0.121
C 1.775 -3.922 -4.042 -0.149
H 1.253 -2.705 -5.799 0.125
H -0.139 -3.319 -4.871 0.119
C 1.621 -3.548 -2.566 -0.170
H 2.823 -3.760 -4.325 0.120
H 1.512 -4.966 -4.226 0.119
H 2.600 -3.389 -2.091 0.114
H 1.050 -4.303 -2.008 0.122
C -1.359 -4.075 2.856 -0.081
C 0.154 -4.332 2.933 -0.599
C 0.440 -5.023 4.277 -0.077
C 0.506 -5.257 1.753 -0.086
P 1.113 -2.726 2.703 1.002
N 0.623 -2.101 1.261 -0.299
C 0.884 -1.650 4.259 -0.584
C 1.729 -2.198 5.432 -0.070
C 1.301 -0.198 3.987 -0.086
C -0.588 -1.605 4.711 -0.084
C 2.943 -3.076 2.409 -0.593
C 3.459 -4.242 3.265 -0.080
C 3.143 -3.401 0.916 -0.096
C 3.786 -1.828 2.717 -0.085
H -1.598 -3.507 1.954 0.027
H -1.874 -5.046 2.799 0.102
H -1.758 -3.549 3.729 0.065
H -0.038 -6.014 4.246 0.100
H 1.505 -5.185 4.467 0.061
H -0.004 -4.490 5.127 0.071
H 0.361 -4.743 0.790 0.063
H 1.524 -5.656 1.809 0.066
H -0.182 -6.114 1.782 0.095
H 2.810 -2.134 5.253 0.064
H 1.509 -1.581 6.318 0.103
H 1.472 -3.231 5.698 0.065
H 0.761 0.208 3.126 0.053
H 1.039 0.405 4.869 0.098
H 2.377 -0.080 3.833 0.070
H -1.254 -1.310 3.888 0.082
H -0.926 -2.547 5.158 0.068
H -0.681 -0.841 5.498 0.097
H 2.985 -5.200 3.020 0.067
H 4.536 -4.356 3.063 0.100
H 3.361 -4.046 4.342 0.073
H 2.808 -2.566 0.285 0.041
H 4.216 -3.549 0.727 0.098
H 2.622 -4.315 0.613 0.064
H 3.393 -0.943 2.202 0.043
H 3.881 -1.626 3.790 0.069
H 4.806 -2.004 2.340 0.102
```

Results
Kohn-Sham gap (spin up / spin down): 6.742 / 6.819 eV
multiplicity: 5
⟨S²⟩: 6.035
net charge: +1
total energy: -50368.2372 eV

Record 2
DFT (ωB97M-V with the def2-TZVPD basis set) results for a structure of composition C31H56BrN4OP3Pt.

XYZ file:
```
97
Properties=species:S:1:pos:R:3:lowdin_charge:R:1
C -1.957 -4.916 1.437 -0.004
C -1.348 -4.400 0.261 -0.243
C -1.933 -4.798 -0.973 -0.017
C -2.892 -5.829 -0.980 -0.107
N -3.409 -6.353 0.141 0.085
C -2.923 -5.935 1.321 -0.100
C -0.135 -3.651 0.344 0.094
C 0.774 -2.802 0.321 -0.018
C 2.106 -2.295 0.421 -0.249
C 2.178 -0.874 0.241 -0.297
C 3.338 -0.260 -0.334 -0.140
C 4.415 -1.109 -0.565 -0.595
C 4.499 -2.438 -0.089 -0.038
C 3.323 -3.034 0.449 0.036
Pt 0.346 -0.348 -0.728 0.885
P -1.922 -0.420 -0.416 0.819
H -1.633 -4.350 -1.921 0.110
H -1.667 -4.568 2.429 0.121
H -3.231 -6.257 -1.937 0.125
H -3.294 -6.444 2.224 0.125
H 3.265 -4.074 0.823 0.142
H 1.465 -0.164 0.764 0.023
H 5.436 -3.015 -0.150 0.131
H 3.345 0.806 -0.645 0.106
C -2.426 1.373 -0.415 -0.380
C -3.901 1.669 -0.712 -0.118
H -1.799 1.868 -1.179 0.046
H -2.104 1.782 0.563 0.073
H -4.002 2.770 -0.722 0.092
H -4.203 1.275 -1.700 0.077
H -4.588 1.252 0.046 0.063
C -2.850 -1.321 -1.729 -0.371
C -4.182 -1.968 -1.350 -0.124
H -2.170 -2.122 -2.058 0.055
H -2.969 -0.635 -2.586 0.071
H -4.622 -2.415 -2.252 0.094
H -4.038 -2.781 -0.625 0.070
H -4.905 -1.263 -0.924 0.064
C -2.546 -1.051 1.213 -0.354
C -3.983 -0.767 1.674 -0.111
H -1.879 -0.617 1.974 0.041
H -2.339 -2.135 1.202 0.062
H -4.102 -1.248 2.661 0.094
H -4.168 0.311 1.793 0.069
H -4.754 -1.170 1.003 0.058
Br 5.887 -0.261 -1.574 0.721
P 0.510 0.614 -2.775 0.823
C -0.957 0.986 -3.814 -0.373
C -0.764 2.061 -4.886 -0.114
H -1.760 1.281 -3.123 0.052
H -1.297 0.050 -4.280 0.090
H -1.719 2.294 -5.380 0.095
H -0.372 2.993 -4.467 0.071
H -0.068 1.735 -5.666 0.069
C 1.365 2.207 -2.383 -0.370
C 2.511 2.598 -3.315 -0.118
H 1.701 2.113 -1.336 0.035
H 0.603 3.001 -2.370 0.094
H 3.023 3.495 -2.924 0.093
H 3.258 1.795 -3.418 0.068
H 2.144 2.846 -4.324 0.077
C 1.574 -0.583 -3.669 -0.374
C 1.544 -0.477 -5.193 -0.125
H 1.195 -1.566 -3.347 0.078
H 2.604 -0.525 -3.286 0.079
H 2.165 -1.258 -5.649 0.092
H 0.530 -0.594 -5.587 0.071
H 1.922 0.485 -5.550 0.074
C 3.278 3.670 1.929 -0.095
N 2.832 2.519 2.741 -0.274
C 3.871 1.478 2.803 -0.100
P 1.252 2.009 2.527 0.558
O 0.864 1.760 1.102 -0.335
N 1.114 0.643 3.511 -0.295
C 0.412 -0.524 2.943 -0.115
C 1.354 0.655 4.965 -0.084
N 0.297 3.110 3.319 -0.293
C 0.275 4.499 2.872 -0.091
C -1.028 2.599 3.667 -0.086
H 4.368 3.591 1.807 0.089
H 3.057 4.637 2.403 0.072
H 2.789 3.667 0.932 0.081
H 4.439 1.550 3.742 0.097
H 3.395 0.491 2.793 0.066
H 4.552 1.576 1.942 0.081
H -0.039 -0.217 1.985 0.007
H 1.097 -1.348 2.705 0.079
H -0.392 -0.901 3.604 0.106
H 1.945 -0.233 5.262 0.099
H 1.912 1.548 5.243 0.087
H 0.429 0.660 5.564 0.082
H 0.042 4.603 1.795 0.095
H -0.495 5.005 3.465 0.089
H 1.235 4.979 3.082 0.068
H -1.509 2.062 2.827 0.070
H -0.926 1.891 4.496 0.069
H -1.634 3.457 3.980 0.095
```

Results
Kohn-Sham gap (spin up / spin down): 6.851 / 4.934 eV
energy above the lowest of the compared OMol25 structures with the same formula, charge and spin: 0.0 kcal per mole
multiplicity: 3
⟨S²⟩: 2.023
net charge: +2
total energy: -142203.0566 eV

Max |F| for every record listed, in sequence, given in eV/Å: 6.10 2.45.